Entry 1:
The following is a quantum chemistry calculation of a molecular structure, C12H36B3Cs3O6S3 at a distorted geometry, from OMol25.

Output
* energy relative to the best compared isomer or geometry (same formula, charge and spin): 56.6 kcal/mol
* E_LUMO: -2.08 eV
* frontier orbital gap: 4.77 eV
* net charge: 0
* HOMO: -6.856 eV

Last column: Löwdin charge in e.
Element x y z (Å)
1 B -8.05 -1.47 -4.50  -0.455
2 H -9.00 -1.27 -4.95  -0.114
3 H 5.00 0.49 -2.79  0.125
4 C -5.42 4.47 1.90  -0.178
5 H -7.28 -0.99 -5.08  -0.131
6 C 6.94 0.90 -1.86  -0.264
7 H 5.87 2.49 -1.10  0.115
8 H 2.23 -2.21 3.78  0.115
9 C -7.89 4.53 0.84  -0.190
10 O 4.84 -5.36 5.36  -0.350
11 H -0.50 -0.21 -1.44  -0.110
12 H -5.75 6.83 1.91  0.102
13 C 6.27 1.50 -4.08  -0.218
14 H -7.78 -2.52 -4.50  -0.124
15 O 6.07 -3.63 3.89  -0.341
16 H -0.58 -0.06 -3.22  -0.135
17 Cs 1.00 -4.70 -6.14  0.941
18 O 8.39 3.29 -3.62  -0.341
19 H 0.89 -7.30 -1.67  -0.123
20 S -7.06 3.77 2.33  0.726
21 H -5.20 6.08 0.31  0.095
22 H 2.54 -2.02 6.43  0.121
23 Cs -5.04 -3.41 -0.11  0.915
24 H -0.68 -7.97 -1.95  -0.121
25 H 2.73 -4.95 4.16  0.101
26 H 7.96 0.53 -1.94  0.123
27 H -0.25 -7.64 -0.33  -0.116
28 H -5.06 4.32 2.92  0.083
29 H -4.88 3.92 1.12  0.097
30 H 1.33 -3.50 4.55  0.119
31 H -7.74 6.64 1.46  0.098
32 C 2.91 -2.84 5.80  -0.254
33 H -8.06 -1.06 -3.50  -0.126
34 O -7.57 4.45 3.54  -0.348
35 H -0.43 1.36 -2.24  -0.117
36 H -8.98 4.56 0.94  0.098
37 S 7.00 3.00 -3.19  0.728
38 H 4.96 -3.07 6.67  0.105
39 C -7.22 5.96 0.78  -0.239
40 H 6.45 0.29 -1.10  0.117
41 B -0.86 0.37 -2.28  -0.442
42 C 6.07 0.51 -3.05  -0.265
43 C 4.37 -2.79 5.79  -0.225
44 C 6.88 2.37 -1.50  -0.206
45 H -1.93 0.39 -2.33  -0.121
46 H 3.28 -4.22 2.69  0.113
47 H 4.74 -1.85 5.37  0.102
48 H -7.55 3.93 0.00  0.096
49 H 2.57 -3.73 6.34  0.118
50 H 6.31 -0.53 -3.27  0.123
51 C 2.33 -3.09 4.41  -0.232
52 C -5.73 5.96 1.25  -0.159
53 H -7.28 6.45 -0.19  0.103
54 H 6.97 1.15 -4.85  0.103
55 H 7.63 2.72 -0.80  0.116
56 S 4.89 -4.13 4.58  0.737
57 Cs -2.67 2.83 -6.88  0.950
58 H 5.41 1.74 -4.70  0.103
59 H -0.57 -6.28 -1.29  -0.127
60 B -0.14 -7.27 -1.34  -0.452
61 C 3.24 -4.07 3.77  -0.229
62 O -6.97 2.27 2.24  -0.379
63 O 6.05 4.09 -3.35  -0.358


Entry 2:
The following is a quantum chemistry calculation of a single C6H11NO molecule at a distorted geometry, from OMol25.

Output
* energy relative to the best compared isomer or geometry (same formula, charge and spin): 164.0 kcal/mol
* E_LUMO: 0.68 eV
* frontier orbital gap: 9.23 eV
* net charge: 0
* HOMO: -8.550 eV

Last column: Löwdin charge in e.
Element x y z (Å)
1 H -1.67 -1.05 2.75  0.178
2 H 1.49 1.22 1.03  0.159
3 N -0.19 2.13 -0.17  0.019
4 H 1.33 0.54 -1.93  0.067
5 H 0.79 -0.77 1.08  0.190
6 H 0.83 -2.07 -0.91  0.117
7 C 1.37 0.14 -0.95  -0.092
8 C -1.38 -0.89 0.92  -0.257
9 H -2.34 -0.41 0.84  0.146
10 C 0.68 1.00 0.16  -0.357
11 H 2.42 -0.05 -0.49  0.127
12 H 0.22 -1.27 -2.37  0.132
13 C -0.90 -0.84 -0.46  -0.219
14 C -0.19 -0.20 0.63  -0.257
15 O -1.35 -1.80 2.05  -0.053
16 C 0.26 -1.16 -1.20  -0.155
17 H -0.29 2.71 0.72  0.101
18 H -1.25 -0.09 -0.93  0.081
19 H 0.20 2.87 -0.78  0.070


Entry 3:
The following is a quantum chemistry calculation of a molecular structure, C19H20N5PtS4Si at a distorted geometry, from OMol25.

Output
* E_LUMO: 2.34 eV
* frontier orbital gap: 6.88 eV
* net charge: -1
* HOMO: -4.543 eV

Last column: Löwdin charge in e.
Element x y z (Å)
1 C -1.35 -0.09 1.87  -0.928
2 S -1.33 -3.62 -2.09  0.496
3 H -6.54 1.82 0.49  0.102
4 N -2.56 -6.14 0.51  0.122
5 C -4.74 0.89 1.16  -0.024
6 H -4.93 -0.06 0.68  0.074
7 H 1.49 -3.86 -0.62  0.111
8 H 5.05 -1.48 -0.87  0.098
9 S 0.50 0.47 -1.49  0.552
10 H -6.05 3.99 1.60  0.093
11 H 4.01 -3.69 -0.50  0.099
12 C -3.56 1.04 1.90  -0.234
13 N -2.70 -0.07 2.00  0.061
14 C 3.41 -2.82 -0.71  -0.064
15 C -4.19 3.30 2.42  -0.098
16 C 2.03 -2.93 -0.77  -0.123
17 C -2.66 -3.03 -1.13  -1.187
18 C -2.86 -5.05 0.25  -0.269
19 S -0.51 -1.53 1.89  0.596
20 H 2.35 2.61 -2.43  0.013
21 H -3.98 4.24 2.93  0.097
22 H 3.67 3.57 -1.73  0.030
23 C -3.30 2.25 2.54  -0.047
24 H -3.14 -0.98 1.98  0.075
25 C 1.82 -0.64 -1.24  -0.730
26 H -1.26 1.84 1.26  0.087
27 S -3.01 -1.35 -1.47  0.475
28 C -4.11 -3.06 0.83  -0.264
29 H 2.42 2.85 -0.69  0.022
30 H 5.80 1.92 -3.10  0.027
31 H -2.42 2.35 3.16  0.110
32 Si 4.12 1.19 -1.42  0.508
33 H 4.57 0.89 -3.85  0.034
34 C 5.25 1.41 0.07  -0.181
35 Pt -0.72 -1.59 -1.17  0.437
36 C 3.97 -1.57 -0.92  -0.093
37 N 1.29 -1.87 -1.05  -0.218
38 C 3.03 2.69 -1.58  -0.210
39 H 5.86 0.16 -2.89  0.025
40 N -0.72 1.10 1.68  0.075
41 H 4.67 1.41 0.99  0.035
42 C -3.23 -3.71 -0.06  -0.399
43 N -4.81 -2.49 1.57  0.139
44 C -5.63 1.95 1.07  -0.082
45 C -5.36 3.16 1.68  -0.109
46 H 5.78 2.37 0.00  0.028
47 C 5.19 1.03 -2.96  -0.180
48 H 0.19 0.98 1.26  0.036
49 C 3.21 -0.44 -1.19  -0.239
50 H 6.00 0.62 0.14  0.023


Entry 4:
The following is a quantum chemistry calculation of 2 unconnected molecules or ions with the total composition C5H10NO at a distorted geometry, from OMol25.

Output
* energy relative to the best compared isomer or geometry (same formula, charge and spin): 151.2 kcal/mol
* E_LUMO (spin up / spin down): -3.97 / -3.55 eV
* frontier orbital gap (spin up / spin down): 7.95 / 9.08 eV
* net charge: +1
* HOMO (spin up / spin down): -11.919 / -12.635 eV

Last column: Löwdin charge in e.
Element x y z (Å)
1 H -0.52 1.04 1.41  0.122
2 H -1.98 0.08 1.63  0.144
3 O -1.22 0.01 -0.22  -0.100
4 H 0.73 -0.98 2.17  0.145
5 C 1.30 1.45 -1.55  0.043
6 C -1.00 0.10 1.18  -0.126
7 H 2.22 1.15 -2.03  0.056
8 H -0.26 -2.66 0.12  0.193
9 C 0.62 2.39 -1.12  -0.107
10 C -0.12 -1.14 1.50  -0.019
11 H -0.38 2.25 -0.65  0.065
12 N 0.20 -1.70 0.08  0.085
13 H 0.83 3.47 -1.43  0.111
14 H -0.51 -0.98 -1.95  0.109
15 H 1.21 -1.98 -0.17  0.220
16 C -0.34 -0.72 -0.96  -0.043
17 H -0.78 -1.79 1.98  0.104


> What is the net charge in the first record?

0


Please write out number 4 again, unchanged.
The following is a quantum chemistry calculation of 2 unconnected molecules or ions with the total composition C5H10NO at a distorted geometry, from OMol25.

Output
* energy relative to the best compared isomer or geometry (same formula, charge and spin): 151.2 kcal/mol
* E_LUMO (spin up / spin down): -3.97 / -3.55 eV
* frontier orbital gap (spin up / spin down): 7.95 / 9.08 eV
* net charge: +1
* HOMO (spin up / spin down): -11.919 / -12.635 eV

Last column: Löwdin charge in e.
Element x y z (Å)
1 H -0.52 1.04 1.41  0.122
2 H -1.98 0.08 1.63  0.144
3 O -1.22 0.01 -0.22  -0.100
4 H 0.73 -0.98 2.17  0.145
5 C 1.30 1.45 -1.55  0.043
6 C -1.00 0.10 1.18  -0.126
7 H 2.22 1.15 -2.03  0.056
8 H -0.26 -2.66 0.12  0.193
9 C 0.62 2.39 -1.12  -0.107
10 C -0.12 -1.14 1.50  -0.019
11 H -0.38 2.25 -0.65  0.065
12 N 0.20 -1.70 0.08  0.085
13 H 0.83 3.47 -1.43  0.111
14 H -0.51 -0.98 -1.95  0.109
15 H 1.21 -1.98 -0.17  0.220
16 C -0.34 -0.72 -0.96  -0.043
17 H -0.78 -1.79 1.98  0.104


> The lowest net charge belongs to which entry?

C19H20N5PtS4Si


> Which formula does entry 1 have?

C12H36B3Cs3O6S3